# 1
Density functional theory data (ωB97M-V/def2-TZVPD) for a structure of composition C32H45BF4N5O4S2V.

Cartesian coordinates (Å):
1 V 0.055 -1.130 0.635
2 C 3.912 0.134 -2.667
3 C 2.873 -0.939 -2.387
4 C 3.287 -2.293 -2.953
5 O 1.668 -0.479 -2.994
6 C 2.720 -1.108 -0.873
7 O 3.671 -1.254 -0.139
8 O 1.475 -1.093 -0.449
9 H 3.973 0.295 -3.744
10 H 4.884 -0.173 -2.288
11 H 3.640 1.077 -2.189
12 H 3.571 -2.183 -4.000
13 H 2.461 -3.007 -2.890
14 H 4.127 -2.697 -2.391
15 H 0.990 -1.162 -2.908
16 O -0.106 0.959 0.679
17 S -0.364 2.212 -0.147
18 C -1.510 1.647 -1.396
19 C -1.957 2.644 -2.428
20 C -2.122 2.198 -3.734
21 C -2.586 3.060 -4.718
22 C -2.874 4.380 -4.404
23 C -2.709 4.831 -3.100
24 C -2.263 3.965 -2.114
25 C 1.135 2.352 -1.115
26 C 1.144 3.535 -2.038
27 C 1.212 4.828 -1.524
28 C 1.197 5.921 -2.377
29 C 1.118 5.726 -3.751
30 C 1.062 4.439 -4.266
31 C 1.077 3.344 -3.412
32 H -2.343 1.297 -0.776
33 H -1.048 0.764 -1.845
34 H -1.888 1.168 -3.980
35 H -2.717 2.699 -5.729
36 H -3.227 5.057 -5.171
37 H -2.932 5.860 -2.849
38 H -2.146 4.324 -1.098
39 H 1.241 1.394 -1.632
40 H 1.904 2.430 -0.342
41 H 1.274 4.978 -0.452
42 H 1.246 6.923 -1.971
43 H 1.102 6.577 -4.419
44 H 1.002 4.284 -5.335
45 H 1.032 2.336 -3.807
46 C -3.272 -3.848 2.295
47 N -1.957 -4.111 1.712
48 C -0.758 -3.800 2.205
49 S 0.549 -3.556 1.079
50 N -0.505 -3.658 3.498
51 C -1.368 -3.892 4.649
52 H -3.941 -3.618 1.469
53 H -3.236 -2.977 2.943
54 H -3.670 -4.706 2.835
55 H -1.930 -4.210 0.708
56 H 0.357 -3.143 3.670
57 H -2.038 -4.725 4.459
58 H -1.941 -3.006 4.912
59 H -0.728 -4.168 5.484
60 C 3.563 -1.430 4.473
61 C 2.252 -0.682 4.672
62 C 1.624 -1.059 6.009
63 C 2.485 0.832 4.613
64 N 1.272 -1.134 3.656
65 N 1.598 -0.775 2.309
66 H 4.277 -1.149 5.248
67 H 4.020 -1.196 3.510
68 H 3.401 -2.508 4.524
69 H 2.271 -0.761 6.834
70 H 1.469 -2.138 6.066
71 H 0.659 -0.563 6.141
72 H 3.029 1.166 5.498
73 H 1.534 1.370 4.576
74 H 3.085 1.121 3.747
75 H 0.389 -0.667 3.843
76 H 2.353 -1.370 1.972
77 H 1.900 0.197 2.242
78 N -5.177 -2.813 -4.479
79 C -4.391 -2.570 -3.676
80 C -3.393 -2.271 -2.671
81 C -3.752 -1.627 -1.491
82 C -2.777 -1.328 -0.547
83 C -1.423 -1.651 -0.731
84 C -1.115 -2.329 -1.921
85 C -2.065 -2.631 -2.883
86 H -4.788 -1.357 -1.324
87 H -3.088 -0.809 0.354
88 H -0.096 -2.669 -2.087
89 H -1.790 -3.153 -3.791
90 F -1.335 -1.084 2.125
91 B -2.072 -0.082 3.020
92 F -1.095 0.635 3.678
93 F -2.801 -0.888 3.875
94 F -2.847 0.674 2.188

total energy = -3986.1536 a.u.
spin multiplicity = 3
total charge = 0
expectation value of S² = 2.016
E_LUMO (alpha / beta) = 0.3 / 0.4 eV
gap between HOMO and LUMO (alpha / beta) = 8.748 / 8.951 eV
energy relative to the best compared isomer or geometry (same formula, charge and spin) = 0.00 kJ/mol

Löwdin atomic charge list, values in e, 4 entries: atom 1 (V): 0.774, atom 2 (C): 0.001, atom 3 (C): -0.535, atom 4 (C): 0.005

# 2
Density functional theory data (ωB97M-V/def2-TZVPD) for a structure of composition C33H29BrN5O6W.

Cartesian coordinates (Å):
1 W 1.092 0.232 -0.554
2 O 1.043 4.131 -2.554
3 C 0.881 3.084 -1.744
4 O 1.103 1.887 -2.156
5 C 0.445 3.252 -0.405
6 C 0.184 4.418 0.343
7 C -0.117 4.289 1.674
8 C -0.128 3.019 2.299
9 C 0.147 1.916 1.531
10 N 0.390 2.017 0.206
11 C 0.544 0.476 1.935
12 O 0.625 0.308 3.314
13 O 1.797 0.411 1.317
14 H 1.480 3.868 -3.379
15 H 0.249 5.375 -0.147
16 H -0.308 5.167 2.266
17 H -0.314 2.914 3.355
18 H 1.502 0.597 3.599
19 N -0.599 -0.385 -3.856
20 C 0.731 -0.708 -3.910
21 C 1.201 -1.120 -5.170
22 C 2.513 -1.485 -5.336
23 C 3.350 -1.383 -4.224
24 C 2.826 -0.952 -3.032
25 N 1.521 -0.636 -2.817
26 C -1.351 0.354 -2.975
27 C -2.470 0.993 -3.532
28 C -3.286 1.783 -2.759
29 C -2.994 1.848 -1.394
30 C -1.911 1.163 -0.911
31 N -1.023 0.440 -1.659
32 H -1.062 -0.512 -4.749
33 H 0.519 -1.138 -6.005
34 H 2.886 -1.819 -6.291
35 H 4.395 -1.634 -4.289
36 H 3.502 -0.839 -2.197
37 H -2.661 0.889 -4.590
38 H -4.117 2.322 -3.184
39 H -3.606 2.426 -0.723
40 H -1.727 1.156 0.152
41 Br 0.154 -3.094 -1.419
42 C 1.783 -2.905 -0.444
43 C 2.468 -3.949 0.097
44 C 3.679 -3.654 0.763
45 C 4.153 -2.351 0.752
46 C 3.404 -1.350 0.153
47 N 2.155 -1.606 -0.406
48 C 3.843 0.070 -0.042
49 O 4.912 0.492 0.334
50 O 2.951 0.754 -0.739
51 H 2.091 -4.957 0.037
52 H 4.237 -4.440 1.241
53 H 5.103 -2.083 1.192
54 C -1.113 -2.745 2.206
55 C -1.472 -1.313 1.753
56 C -2.595 -1.483 0.709
57 C -0.144 -0.684 1.153
58 C -2.058 -0.530 2.926
59 C -2.645 0.717 2.732
60 C -3.355 1.353 3.735
61 C -3.496 0.760 4.976
62 C -2.866 -0.448 5.208
63 C -2.148 -1.073 4.204
64 H -0.760 -3.333 1.361
65 H -1.982 -3.257 2.616
66 H -0.336 -2.727 2.967
67 H -2.209 -1.891 -0.222
68 H -3.117 -0.559 0.487
69 H -3.338 -2.178 1.097
70 H 0.591 -1.469 1.454
71 H -2.593 1.218 1.777
72 H -3.831 2.302 3.534
73 H -4.086 1.230 5.748
74 H -2.953 -0.929 6.169
75 H -1.680 -2.011 4.441

total energy = -4641.1004 a.u.
spin multiplicity = 1
total charge = +1
E_LUMO (alpha / beta) = -3.7 / -3.7 eV
gap between HOMO and LUMO (alpha / beta) = 5.275 / 6.587 eV

Löwdin atomic charge list, values in e, 4 entries: atom 1 (W): 1.799, atom 2 (O): 0.164, atom 3 (C): -0.383, atom 4 (O): -0.072

# 3
Density functional theory data (ωB97M-V/def2-TZVPD) for a structure of composition C5H6O3Si.

Cartesian coordinates (Å):
1 C 1.609 1.466 -2.364
2 C 1.214 0.490 -1.556
3 C -0.625 -2.438 0.958
4 C 0.865 0.800 -0.084
5 C -2.089 0.318 1.181
6 O 0.021 -3.103 1.727
7 O 0.997 1.776 0.586
8 O -2.256 1.242 1.962
9 Si -0.408 -0.648 1.529
10 H 1.690 1.385 -3.401
11 H 1.508 2.511 -2.042
12 H 1.213 -0.611 -1.732
13 H -1.345 -2.762 0.078
14 H 0.518 -0.408 2.652
15 H -2.910 -0.017 0.506

total energy = -709.1566 a.u.
spin multiplicity = 1
total charge = 0
E_LUMO (alpha / beta) = -0.6 / -0.6 eV
gap between HOMO and LUMO (alpha / beta) = 7.510 / 7.511 eV
energy relative to the best compared isomer or geometry (same formula, charge and spin) = 50.22 kJ/mol

Löwdin atomic charge list, values in e, 4 entries: atom 1 (C): 0.037, atom 2 (C): -0.134, atom 3 (C): -0.398, atom 4 (C): -0.315

# 4
Density functional theory data (ωB97M-V/def2-TZVPD) for a cluster of 2 separate species, C3H10N4 in total.

Cartesian coordinates (Å):
1 H -1.439 -2.619 -0.642
2 N -0.647 -1.998 -0.401
3 N -1.013 -0.917 0.057
4 N -2.149 -0.100 -0.627
5 H -2.502 -0.550 -1.480
6 H -3.052 0.214 -0.291
7 C 1.148 1.551 -1.079
8 C 0.727 1.101 0.269
9 C 1.102 -0.127 0.760
10 N 0.900 -0.503 2.095
11 H 0.909 2.605 -1.222
12 H 0.659 0.928 -1.849
13 H 2.221 1.413 -1.225
14 H -0.195 1.519 0.649
15 H 2.062 -0.502 0.408
16 H -0.093 -0.644 2.251
17 H 1.362 -1.372 2.327

total energy = -339.1387 a.u.
SMILES = [H]/N=N\N.C/C=C/N
spin multiplicity = 1
total charge = 0
E_LUMO (alpha / beta) = 0.2 / 0.2 eV
gap between HOMO and LUMO (alpha / beta) = 7.472 / 7.471 eV
energy relative to the best compared isomer or geometry (same formula, charge and spin) = 496.98 kJ/mol

Löwdin atomic charge list, values in e, 4 entries: atom 1 (H): 0.069, atom 2 (N): 0.057, atom 3 (N): -0.150, atom 4 (N): 0.031

# 5
Density functional theory data (ωB97M-V/def2-TZVPD) for a structure of composition C4H11O3.

Cartesian coordinates (Å):
1 C -3.205 0.048 -0.406
2 O -3.516 -0.565 0.754
3 C -1.808 0.620 -0.231
4 C -0.728 -0.287 -0.079
5 C 0.662 0.067 0.315
6 O 3.370 -0.406 1.443
7 H -3.921 0.841 -0.676
8 H -3.085 -0.662 -1.272
9 H -1.627 1.692 -0.193
10 H -1.491 0.096 0.888
11 H -1.061 -1.288 -0.338
12 H 0.552 0.986 0.897
13 H 1.311 0.279 -0.551
14 H 1.156 -0.697 0.907
15 H 4.221 -0.768 1.200
16 H 2.973 0.101 -2.054
17 H 3.094 -0.190 0.501
18 O 3.105 0.134 -1.105

total energy = -384.5819 a.u.
spin multiplicity = 1
total charge = -1
E_LUMO = 3.2 eV
gap between HOMO and LUMO = 7.374 eV
energy relative to the best compared isomer or geometry (same formula, charge and spin) = 450.85 kJ/mol

Löwdin atomic charge list, values in e, 4 entries: atom 1 (C): -0.513, atom 2 (O): -0.314, atom 3 (C): -0.055, atom 4 (C): -0.098

# 6
Density functional theory data (ωB97M-V/def2-TZVPD) for a structure of composition C10H14Cl2IrO6.

Cartesian coordinates (Å):
1 Ir 0.131 0.140 -0.037
2 O -0.233 1.761 3.942
3 C -0.345 1.510 2.837
4 O -0.468 1.295 1.688
5 C 0.078 -1.529 3.207
6 C -0.923 -2.015 2.182
7 C -1.013 -3.549 2.331
8 C 0.380 -3.997 1.825
9 C 1.031 -2.644 1.468
10 O -0.133 -1.918 0.948
11 C 1.277 -1.913 2.768
12 C 2.990 0.447 1.331
13 O 3.701 0.600 2.207
14 O 2.264 0.304 0.412
15 H -0.172 -1.165 4.194
16 H -1.861 -1.482 2.061
17 H -1.806 -3.943 1.700
18 H -1.213 -3.837 3.360
19 H 0.294 -4.625 0.941
20 H 0.962 -4.530 2.573
21 H 1.823 -2.669 0.723
22 H 2.205 -1.924 3.323
23 Cl -0.903 2.738 -1.256
24 C -2.366 1.795 -1.421
25 Cl -2.096 0.121 -0.715
26 H -2.612 1.644 -2.466
27 H -3.177 2.235 -0.852
28 C 1.243 -0.213 -2.868
29 O 0.620 -0.894 -1.724
30 H 1.035 -0.806 -3.754
31 H 2.312 -0.109 -2.699
32 H 0.770 0.760 -2.939
33 H 1.062 -1.739 -1.561

total energy = -1864.9343 a.u.
spin multiplicity = 2
total charge = +2
expectation value of S² = 0.752
E_LUMO (alpha / beta) = -7.8 / -7.7 eV
gap between HOMO and LUMO (alpha / beta) = 8.189 / 8.798 eV
energy relative to the best compared isomer or geometry (same formula, charge and spin) = 16.73 kJ/mol

Löwdin atomic charge list, values in e, 4 entries: atom 1 (Ir): 1.046, atom 2 (O): 0.332, atom 3 (C): -0.332, atom 4 (O): -0.002